# 1
The following is a quantum chemistry calculation of C10H19BN2O4 in the gas phase, from OMol25.

Last column: Löwdin charge in e.
Element x y z (Å)
O (-1.9505, 2.0312, -0.1174)  0.06
O (1.4517, -0.1361, 1.9134)  0.07
O (-0.8029, -1.3416, -2.9859)  0.17
O (-2.1849, -0.4368, -1.2863)  0.15
B (-1.1258, -0.3027, -2.1564)  -0.64
C (-0.7509, 1.9167, 0.0037)  -0.43
C (0.2935, -0.1527, 2.2390)  -0.46
N (-0.5337, 0.9651, 2.2199)  0.10
N (0.0919, 1.6120, -1.0560)  0.02
C (-0.2351, 2.1163, 1.3975)  -0.09
C (0.8151, -2.4869, 2.9839)  -0.06
C (-1.1325, -2.0033, 1.3602)  -0.05
C (1.4996, 1.1664, -0.8690)  -0.10
C (1.9826, 0.7104, -2.2913)  -0.13
C (-0.3147, -1.5045, 2.5616)  -0.33
C (0.8363, 0.9830, -3.2396)  -0.15
C (-0.4002, 1.1148, -2.3715)  -0.14
H (-1.4902, -1.9933, -2.7301)  0.13
H (-2.2497, 0.4546, -0.8928)  0.06
H (-1.5332, 0.8044, 2.2158)  0.14
H (-0.7096, 2.9954, 1.8262)  0.13
H (0.8496, 2.2463, 1.3873)  0.12
H (0.3816, -3.4308, 3.3075)  0.07
H (1.5647, -2.6195, 2.2190)  0.08
H (1.3459, -2.0992, 3.8591)  0.08
H (-0.5665, -1.9246, 0.4258)  0.08
H (-1.3823, -3.0654, 1.4637)  0.08
H (-2.0474, -1.3969, 1.2124)  0.08
H (1.4805, 0.3583, -0.1423)  0.09
H (2.1239, 1.9635, -0.4291)  0.13
H (2.2159, -0.3325, -2.2887)  0.10
H (2.9027, 1.2411, -2.5884)  0.11
H (-1.0029, -1.3523, 3.3894)  0.13
H (0.9785, 1.8917, -3.8223)  0.11
H (0.7388, 0.1726, -3.9863)  0.12
H (-1.1399, 1.8355, -2.7320)  0.16

## Properties
**Charge**: 0
**E_LUMO**: 0.6 eV
**E_tot**: -827.91242 a.u.
**Orbital gap**: 9.81 eV
**SMILES**: CC(C)C(=O)NCC(=O)N1CCC[C@H]1B(O)O

# 2
The following is a quantum chemistry calculation of a molecular structure, C10H19ClFNO5S2, from OMol25.

Last column: Löwdin charge in e.
Element x y z (Å)
O (3.0592, 2.1435, 2.8351)  0.05
C (2.2982, 2.4735, 1.9717)  -0.81
Cl (2.8100, 2.3871, 0.2972)  0.76
C (0.9169, 3.0112, 2.3377)  -0.22
N (-0.2490, 2.0768, 2.2592)  -0.56
S (-1.4964, 2.5639, 1.1268)  0.87
S (0.0842, 0.4722, 2.0983)  0.47
O (0.6621, 0.1539, 0.8484)  -0.25
O (-1.1186, -0.2145, 2.3801)  -0.25
F (1.0509, 0.1889, 3.2499)  -0.07
H (0.9700, 3.4032, 3.3424)  0.13
H (0.7055, 3.8565, 1.6981)  0.09
H (-1.6485, 3.8510, 1.4883)  -0.11
C (-4.6933, -1.2087, 0.1472)  -0.17
C (-5.0352, -0.8456, -1.2929)  -0.17
C (-5.2221, 0.6606, -1.1971)  -0.21
O (-4.3547, 1.1197, -0.1548)  -0.17
C (-3.8598, -0.0126, 0.5795)  -0.23
H (-4.1608, -2.1528, 0.2475)  0.11
H (-5.6063, -1.2668, 0.7448)  0.11
H (-4.1906, -1.0781, -1.9455)  0.11
H (-5.9147, -1.3581, -1.6800)  0.11
H (-6.2515, 0.9157, -0.9218)  0.12
H (-4.9743, 1.1761, -2.1259)  0.11
H (-2.8074, -0.1511, 0.3205)  0.09
H (-3.9286, 0.1861, 1.6482)  0.11
C (4.3849, -2.4966, -2.2299)  -0.17
C (3.9855, -2.4243, -0.7619)  -0.17
C (4.1372, -0.9390, -0.4693)  -0.21
O (3.8555, -0.2488, -1.6959)  -0.16
C (3.8137, -1.1943, -2.7692)  -0.21
H (4.0017, -3.3744, -2.7481)  0.11
H (5.4737, -2.4954, -2.3207)  0.11
H (2.9415, -2.7238, -0.6452)  0.11
H (4.5935, -3.0488, -0.1092)  0.11
H (5.1619, -0.6932, -0.1700)  0.12
H (3.4562, -0.5926, 0.3082)  0.09
H (2.7691, -1.3159, -3.0759)  0.12
H (4.3803, -0.8046, -3.6158)  0.11

## Properties
**Energy relative to the best compared isomer or geometry (same formula, charge and spin)**: 0.000 eV
**Charge**: 0
**E_LUMO**: 0.0 eV
**E_tot**: -2179.72548 a.u.
**Orbital gap**: 9.27 eV